Entry i
Here is a 2-piece molecular cluster, CH7IN3 overall from OMol25. Energies are from the ωB97M-V functional and the def2-TZVPD basis.

```
12
Properties=species:S:1:pos:R:3
I -2.49 -0.27 0.01
H 0.71 1.76 0.86
H 0.05 0.47 -2.09
N 0.00 1.01 -1.26
H -0.36 -2.05 -0.18
H 0.81 1.63 -1.24
N -0.12 1.17 1.02
H -0.32 0.76 1.89
H 0.51 -1.46 1.15
C -0.54 0.67 -0.10
N 0.47 -1.61 0.16
H 1.28 -2.08 -0.21
```

Properties
- Charge: +1
- LUMO level: -4.63 eV
- Frontier orbital gap: 9.5600 eV

Atom charges from the Löwdin analysis, given in e for atoms 1 to 6: number 1, I, carries 0.995; number 2, H, carries 0.151; number 3, H, carries 0.118; number 4, N, carries 0.133; number 5, H, carries -0.031; number 6, H, carries 0.146


Entry ii
Here is CH7IN3 as an isolated structure from OMol25. Energies are from the ωB97M-V functional and the def2-TZVPD basis.

```
12
Properties=species:S:1:pos:R:3
H 2.00 -0.28 0.38
N -0.05 0.35 1.04
H -0.59 0.98 1.61
C -0.76 -0.37 0.22
I -2.82 0.31 0.06
H 0.61 -1.57 -0.35
H -0.13 1.44 -2.21
H -0.11 2.23 -2.38
H 1.82 0.25 2.04
N 1.31 -0.16 1.27
H -0.96 -1.82 -1.15
N -0.32 -1.36 -0.53
```

Properties
- Charge: +1
- LUMO level: -4.50 eV
- Frontier orbital gap: 9.7882 eV

Atom charges from the Löwdin analysis, given in e for atoms 1 to 6: number 1, H, carries 0.182; number 2, N, carries -0.033; number 3, H, carries 0.114; number 4, C, carries -0.781; number 5, I, carries 0.956; number 6, H, carries 0.072


Order of stability, best first: entry i, entry ii


Entry i
Here is an isolated ion of composition C2H7N2O and charge -1 from OMol25. Energies are from the ωB97M-V functional and the def2-TZVPD basis.

```
12
Properties=species:S:1:pos:R:3
C -1.83 -0.11 0.29
N 2.19 -0.43 -0.27
O 2.82 0.69 0.20
H -1.86 0.22 1.27
H 1.00 -0.64 1.18
N 0.86 -0.69 0.16
H -1.66 -1.22 0.12
H -0.40 0.53 -1.38
C -0.50 0.44 -0.24
H 2.27 -0.51 -1.28
H -2.61 0.39 -0.23
H -0.28 1.33 0.18
```

Properties
- Charge: -1
- SMILES: CCNN[O-]
- LUMO level: 4.20 eV
- Frontier orbital gap: 5.1391 eV

Atom charges from the Löwdin analysis, given in e for atoms 1 to 6: number 1, C, carries -0.160; number 2, N, carries -0.395; number 3, O, carries -0.475; number 4, H, carries 0.020; number 5, H, carries 0.050; number 6, N, carries -0.088


Entry ii
Here is a 2-piece molecular cluster, C2H7N2O overall from OMol25. Energies are from the ωB97M-V functional and the def2-TZVPD basis.

```
12
Properties=species:S:1:pos:R:3
H -0.36 -3.08 -0.78
H 0.41 2.89 1.99
H -1.98 -2.43 -0.76
H 0.00 0.08 0.65
N -1.01 -2.39 -1.00
H -0.71 2.49 0.62
H 1.15 2.34 0.40
H 1.18 -0.20 -1.15
N 1.02 -1.29 -1.27
C -0.30 -1.17 -1.09
O 0.30 0.69 1.37
C 0.30 2.07 1.00
```

Properties
- Charge: -1
- LUMO level: 4.07 eV
- Frontier orbital gap: 5.9954 eV

Atom charges from the Löwdin analysis, given in e for atoms 1 to 6: number 1, H, carries -0.006; number 2, H, carries 0.110; number 3, H, carries 0.022; number 4, H, carries -0.008; number 5, N, carries -0.071; number 6, H, carries 0.072


Order of stability, best first: entry ii, entry i


Entry i
Here is a 2-piece molecular cluster, C11H11N overall from OMol25. Energies are from the ωB97M-V functional and the def2-TZVPD basis.

```
23
Properties=species:S:1:pos:R:3
C -1.84 1.33 -0.18
H -3.87 1.92 0.38
H 1.94 -2.11 -1.38
H -0.59 -1.71 0.03
H 2.41 1.81 1.68
C 2.47 0.07 -1.30
C 2.44 1.09 0.88
H -3.21 -2.18 -0.17
C 2.02 -1.25 -0.85
C -3.20 1.04 0.03
C -1.33 -0.97 -0.04
N -3.75 -0.19 0.05
C -2.74 -1.27 -0.06
H -1.69 2.38 -0.24
H 1.46 -2.19 1.00
C 2.30 -0.28 1.41
C -0.86 0.35 0.03
H 2.09 -0.36 2.41
C 2.58 1.27 -0.58
H 2.47 2.24 -1.07
H 2.58 0.33 -2.38
C 1.88 -1.26 0.58
H 0.29 0.58 -0.15
```

Properties
- SMILES: c1ccccc1.c1ccncc1
- LUMO level: 0.61 eV
- Frontier orbital gap: 9.8380 eV

Atom charges from the Löwdin analysis, given in e for atoms 1 to 6: number 1, C, carries -0.095; number 2, H, carries 0.126; number 3, H, carries 0.062; number 4, H, carries 0.053; number 5, H, carries 0.085; number 6, C, carries -0.108


Entry ii
Here is one molecule with the formula C11H11N from OMol25. Energies are from the ωB97M-V functional and the def2-TZVPD basis.

```
23
Properties=species:S:1:pos:R:3
C 1.50 -0.71 0.73
C 0.84 -1.82 0.23
H 1.81 1.47 0.74
H 1.33 -2.68 0.48
H -2.25 -1.19 -1.95
C 1.99 0.57 0.18
C -3.29 0.82 0.55
H 3.71 -0.86 0.57
H 3.07 -0.04 2.01
N -0.35 -1.97 -0.27
H -4.12 0.41 -1.35
H 3.25 0.95 -1.73
C -2.09 0.84 1.36
H -2.10 1.37 2.31
C 2.89 -0.37 0.95
H 1.80 1.96 -1.61
C -1.17 -0.96 -0.12
C -2.22 -0.66 -0.96
C 2.24 0.96 -1.32
C -3.24 0.14 -0.70
H -4.01 1.70 0.74
H 1.63 0.19 -1.85
C -1.20 -0.12 1.01
```

Properties
- LUMO level (alpha / beta): -1.28 / -0.15 eV
- Frontier orbital gap (alpha / beta): 7.0953 / 7.5806 eV

Atom charges from the Löwdin analysis, given in e for atoms 1 to 6: number 1, C, carries -0.126; number 2, C, carries -0.121; number 3, H, carries 0.118; number 4, H, carries 0.090; number 5, H, carries 0.138; number 6, C, carries -0.262


Order of stability, best first: entry i, entry ii


Entry i
Here is a 2-piece molecular cluster, C11H11N overall from OMol25. Energies are from the ωB97M-V functional and the def2-TZVPD basis.

```
23
Properties=species:S:1:pos:R:3
C 3.02 0.73 0.70
C -0.81 1.89 2.26
C 1.83 0.91 2.77
H -1.03 0.52 0.61
H 1.42 4.47 2.40
H 2.26 -0.82 -0.60
H 0.21 -0.52 2.98
H -1.60 1.42 2.86
H 1.66 1.37 3.76
H -0.37 3.40 3.76
N 1.17 -0.75 1.16
C 1.03 -0.14 2.34
C -0.49 1.39 1.00
C 0.51 1.99 0.24
H 3.81 1.05 0.01
C -0.12 3.00 2.76
C 1.20 3.09 0.74
H 0.76 1.59 -0.75
H 1.99 3.56 0.14
C 0.88 3.60 2.00
C 2.85 1.36 1.94
H 3.51 2.18 2.24
C 2.16 -0.31 0.36
```

Properties
- SMILES: c1ccccc1.c1ccncc1
- LUMO level: 0.95 eV
- Frontier orbital gap: 9.4316 eV

Atom charges from the Löwdin analysis, given in e for atoms 1 to 6: number 1, C, carries -0.099; number 2, C, carries -0.120; number 3, C, carries -0.089; number 4, H, carries 0.122; number 5, H, carries 0.111; number 6, H, carries 0.111


Entry ii
Here is a 2-piece molecular cluster, C11H11N overall from OMol25. Energies are from the ωB97M-V functional and the def2-TZVPD basis.

```
23
Properties=species:S:1:pos:R:3
H 1.36 -1.14 2.38
H -2.07 -2.56 0.16
C 2.20 -1.03 -0.55
C 2.27 0.35 -0.96
C -2.51 0.87 0.50
H 2.50 0.50 -2.00
H 2.33 2.29 0.03
H -1.47 2.39 -0.55
C 2.12 1.30 0.09
C -1.06 -1.02 -0.99
H -3.19 1.59 0.97
C 1.66 0.75 1.28
C -1.48 1.25 -0.36
H 2.57 -1.65 -1.37
C 1.44 -0.60 1.44
H -3.49 -0.78 1.45
N 1.77 -1.48 0.57
C -2.77 -0.44 0.71
H -0.59 -1.75 -1.67
H 1.45 1.45 2.12
H -0.26 0.73 -2.13
C -1.98 -1.42 0.04
C -0.83 0.38 -1.18
```

Properties
- SMILES: c1ccccc1.c1ccncc1
- LUMO level: 0.95 eV
- Frontier orbital gap: 10.0103 eV

Atom charges from the Löwdin analysis, given in e for atoms 1 to 6: number 1, H, carries 0.114; number 2, H, carries 0.118; number 3, C, carries -0.191; number 4, C, carries -0.054; number 5, C, carries -0.133; number 6, H, carries 0.094


Order of stability, best first: entry i, entry ii